{
  "formula": "C3HMnO",
  "method": "ωB97M-V/def2-TZVPD",
  "elements": ["O", "C", "C", "C", "H", "Mn"],
  "xyz": [[0.41, -0.38, 0.28], [-0.77, -0.06, -0.02], [-1.73, 0.31, -0.90], [-2.35, -0.05, 0.28], [-3.12, 0.49, 0.85], [2.13, 0.03, 0.08]],
  "lowdin_spin": [0.18, 0.07, 0.31, 0.13, 0.01, 4.31],
  "s2": 8.795,
  "homo_lumo_gap_ev": [6.43, 4.61],
  "homo_ev": [-12.8, -11.2],
  "spin_multiplicity": 6,
  "e_above_lowest_kcal_mol": 3.6,
  "total_charge": 1,
  "max_force_ev_per_a": 5.347
}

---

{
  "formula": "C13H29Cl3GeIO3RuSi",
  "method": "ωB97M-V/def2-TZVPD",
  "elements": ["Ru", "C", "C", "C", "C", "O", "Ge", "O", "C", "C", "C", "C", "O", "C", "C", "C", "C", "H", "H", "H", "H", "H", "H", "H", "H", "H", "H", "H", "H", "H", "H", "H", "H", "H", "H", "H", "H", "H", "H", "H", "H", "H", "H", "H", "Cl", "Si", "Cl", "Cl", "I", "C", "H", "H"],
  "xyz": [[-0.34, -1.36, 0.30], [3.49, -1.34, -0.43], [2.69, -0.18, 0.13], [2.75, -0.16, 1.64], [3.23, 1.13, -0.43], [1.28, -0.33, -0.33], [0.21, 1.18, -0.85], [-0.50, 0.75, 0.86], [-0.88, 1.81, 1.85], [-1.54, 2.94, 1.06], [-1.85, 1.29, 2.89], [0.37, 2.31, 2.54], [-0.97, -0.18, -1.33], [-1.45, -0.41, -2.72], [-2.92, -0.04, -2.71], [-0.69, 0.49, -3.68], [-1.24, -1.85, -3.09], [4.54, -1.20, -0.21], [3.36, -1.42, -1.51], [3.19, -2.29, 0.02], [3.78, -0.06, 1.97], [2.35, -1.08, 2.06], [2.19, 0.68, 2.04], [4.29, 1.21, -0.19], [2.74, 2.00, 0.01], [3.13, 1.18, -1.51], [-2.37, 2.56, 0.46], [-0.84, 3.45, 0.40], [-1.94, 3.68, 1.75], [-2.83, 1.06, 2.48], [-1.99, 2.07, 3.65], [-1.45, 0.42, 3.40], [1.12, 2.65, 1.82], [0.81, 1.53, 3.16], [0.13, 3.15, 3.19], [-3.06, 1.01, -2.47], [-3.47, -0.64, -1.97], [-3.36, -0.23, -3.69], [-0.83, 1.55, -3.45], [-1.05, 0.32, -4.69], [0.38, 0.28, -3.66], [-1.73, -2.53, -2.40], [-0.17, -2.10, -3.13], [-1.65, -2.04, -4.09], [-0.78, -4.93, 1.70], [0.37, -3.31, 1.35], [1.98, -3.51, 2.54], [0.77, -3.26, -0.70], [-3.14, -2.64, 0.41], [-1.93, -1.42, 1.54], [-2.30, -0.41, 1.47], [-1.85, -1.78, 2.55]],
  "mulliken_charge": [0.64, -1.47, 1.38, -0.98, -1.86, 0.57, -0.42, 0.81, 1.83, -1.79, -2.06, -1.87, 0.19, 1.43, -1.42, -1.94, -1.48, 0.44, 0.33, 0.24, 0.51, -0.21, -0.07, 0.51, 0.40, 0.39, 0.34, 0.44, 0.45, 0.50, 0.52, 0.34, 0.30, 0.46, 0.55, 0.34, 0.20, 0.45, 0.48, 0.50, 0.39, 0.17, 0.27, 0.49, -0.21, 0.38, -0.27, -0.17, 0.23, -0.67, -0.24, 0.68],
  "homo_lumo_gap_ev": [6.69, 6.69],
  "homo_ev": [-11.8, -11.8],
  "e_above_lowest_kcal_mol": 53.6,
  "total_charge": 1,
  "max_force_ev_per_a": 1.964
}

---

{
  "formula": "C3H12N2O2",
  "method": "ωB97M-V/def2-TZVPD",
  "elements": ["C", "C", "N", "C", "N", "H", "H", "H", "H", "H", "H", "H", "H", "H", "H", "O", "H", "H", "O"],
  "xyz": [[-2.65, -0.52, 1.17], [-1.56, -0.67, 0.07], [1.41, 0.55, 1.76], [0.60, -0.29, 0.99], [-0.47, 0.17, 0.47], [-2.15, -0.17, 2.07], [-3.39, 0.24, 0.90], [-3.33, -1.35, 1.39], [-1.35, -1.73, -0.09], [-1.97, -0.36, -0.90], [2.00, 1.05, 1.10], [0.93, 1.27, 2.27], [0.97, -1.27, 0.68], [2.10, -2.65, -4.92], [2.23, -4.08, -5.04], [2.54, -3.38, -4.45], [-0.98, 4.50, 0.92], [0.54, 4.57, 0.90], [-0.18, 3.95, 0.98]],
  "mulliken_charge": [-0.95, -0.39, -0.62, -0.09, -0.41, 0.28, 0.25, 0.31, 0.31, 0.32, 0.27, 0.32, 0.40, 0.32, 0.32, -0.64, 0.31, 0.31, -0.62],
  "homo_lumo_gap_ev": 9.89,
  "smiles": "CC/N=C/N.O.O",
  "homo_ev": -9.0,
  "e_above_lowest_kcal_mol": 47.5,
  "total_charge": 0,
  "max_force_ev_per_a": 2.135
}

---

{
  "formula": "C24H65N3O7",
  "method": "ωB97M-V/def2-TZVPD",
  "elements": ["C", "C", "C", "O", "H", "H", "H", "H", "H", "H", "H", "H", "C", "C", "C", "O", "H", "H", "H", "H", "H", "H", "H", "H", "C", "C", "C", "O", "H", "H", "H", "H", "H", "H", "H", "H", "C", "C", "C", "O", "H", "H", "H", "H", "H", "H", "H", "H", "C", "C", "C", "O", "C", "N", "H", "H", "H", "H", "H", "H", "H", "H", "H", "H", "H", "C", "C", "C", "O", "C", "N", "H", "H", "H", "H", "H", "H", "H", "H", "H", "H", "H", "C", "C", "C", "O", "C", "N", "H", "H", "H", "H", "H", "H", "H", "H", "H", "H", "H"],
  "xyz": [[0.62, -5.83, 0.84], [0.93, -4.42, 1.31], [1.67, -4.46, 2.62], [1.69, -3.74, 0.36], [0.06, -5.74, -0.09], [0.16, -6.56, 1.49], [1.56, -6.31, 0.64], [0.06, -3.81, 1.52], [1.95, -3.43, 3.04], [2.59, -5.04, 2.60], [0.94, -4.89, 3.33], [1.71, -2.81, 0.64], [-0.25, 1.41, 6.15], [0.66, 2.44, 5.51], [-0.17, 3.65, 5.17], [1.69, 2.83, 6.43], [0.29, 0.58, 6.61], [-0.81, 0.95, 5.33], [-0.86, 1.83, 6.91], [1.18, 2.10, 4.58], [-0.58, 4.14, 6.02], [-0.93, 3.41, 4.47], [0.46, 4.43, 4.73], [2.26, 2.05, 6.61], [0.21, 1.40, -0.55], [-0.97, 0.88, 0.27], [-1.50, -0.37, -0.28], [-0.51, 0.65, 1.57], [0.99, 0.62, -0.48], [0.66, 2.29, -0.11], [-0.06, 1.61, -1.57], [-1.77, 1.63, 0.33], [-0.81, -1.19, -0.16], [-1.81, -0.32, -1.33], [-2.39, -0.64, 0.32], [-1.22, 0.09, 2.03], [2.88, 0.72, 2.59], [3.01, -0.49, 1.64], [4.10, -1.46, 2.03], [1.78, -1.22, 1.73], [2.55, 0.30, 3.57], [1.97, 1.32, 2.34], [3.74, 1.37, 2.76], [3.11, -0.14, 0.60], [4.26, -2.36, 1.45], [3.97, -1.74, 3.11], [5.08, -0.96, 1.93], [1.04, -0.56, 1.77], [-5.26, -0.45, 1.70], [-4.99, -0.45, 3.22], [-3.64, 0.14, 3.59], [-2.48, -0.57, 3.23], [-2.14, -1.89, 3.63], [-6.13, 0.31, 3.76], [-5.29, 0.56, 1.30], [-6.18, -0.92, 1.41], [-4.45, -1.01, 1.21], [-5.03, -1.49, 3.56], [-3.68, 0.31, 4.66], [-3.51, 1.13, 3.11], [-1.08, -1.99, 3.22], [-2.79, -2.63, 3.23], [-2.14, -2.03, 4.72], [-6.98, -0.21, 3.59], [-6.04, 0.42, 4.76], [-0.52, -4.30, -3.20], [-1.14, -2.91, -3.29], [-0.10, -1.98, -3.95], [-0.57, -0.66, -4.19], [0.40, 0.37, -4.17], [-2.36, -2.94, -4.09], [0.36, -4.15, -2.56], [-0.20, -4.53, -4.24], [-1.08, -5.08, -2.77], [-1.47, -2.48, -2.33], [0.25, -2.38, -4.92], [0.80, -1.95, -3.34], [1.20, 0.21, -4.89], [0.86, 0.44, -3.17], [-0.09, 1.29, -4.41], [-2.85, -2.06, -4.10], [-2.15, -3.17, -5.06], [3.64, 5.00, -7.42], [3.13, 4.18, -6.30], [1.78, 4.70, -5.82], [1.36, 4.04, -4.67], [0.03, 4.30, -4.26], [3.12, 2.73, -6.66], [4.64, 4.74, -7.78], [3.66, 6.09, -7.18], [2.98, 4.91, -8.29], [3.76, 4.26, -5.42], [1.00, 4.44, -6.61], [1.83, 5.77, -5.62], [-0.19, 3.49, -3.54], [-0.66, 4.15, -5.08], [-0.07, 5.26, -3.79], [2.37, 2.53, -7.32], [2.89, 2.18, -5.84]],
  "mulliken_charge": [-1.50, 1.24, -1.14, -0.60, 0.25, 0.39, 0.40, -0.24, 0.08, 0.33, 0.39, 0.36, -0.91, 1.41, -1.63, -0.61, 0.39, -0.04, 0.39, -0.45, 0.44, 0.35, 0.38, 0.33, -0.92, 0.69, -0.51, -0.22, 0.03, 0.39, 0.08, 0.24, 0.00, 0.44, -0.15, 0.08, -1.24, 0.76, -1.48, 0.00, 0.25, 0.18, 0.43, 0.21, 0.34, 0.30, 0.44, -0.10, -1.29, 0.61, -0.82, -0.14, -0.71, -0.72, 0.35, 0.45, 0.08, 0.22, 0.33, 0.23, -0.04, 0.36, 0.36, 0.27, 0.23, -1.42, 0.98, -0.74, -0.36, -0.56, -0.72, 0.27, 0.34, 0.39, -0.23, 0.33, 0.44, 0.39, 0.13, 0.16, 0.27, 0.28, -1.49, 0.43, -0.65, -0.19, -0.47, -0.70, 0.36, 0.36, 0.32, 0.28, 0.30, 0.31, -0.11, 0.35, 0.35, 0.28, 0.29],
  "homo_lumo_gap_ev": 9.51,
  "smiles": "COC[C@H](C)N.COC[C@H](C)N.COC[C@H](C)N.CC(C)O.CC(C)O.CC(C)O.CC(C)O",
  "homo_ev": -8.9,
  "e_above_lowest_kcal_mol": 11.1,
  "total_charge": 0,
  "max_force_ev_per_a": 2.233
}